Below is an isolated molecule of C10H16N2O7 at a distorted geometry, with properties calculated with the ωB97M-V functional and the def2-TZVPD basis.

Structure (XYZ):
```
35
C10H16N2O7 (the ωB97M-V functional and the def2-TZVPD basis)
C -1.705 -1.277 0.766
C -0.699 -1.092 -0.332
C -3.114 -0.825 0.315
C -3.188 0.609 -0.254
C -4.641 1.061 -0.507
C 1.658 -0.715 -0.832
C 2.950 -1.584 -0.617
C 2.086 0.779 -0.986
C 2.649 1.329 0.315
C 4.005 2.068 0.273
H -1.667 0.088 2.299
H -1.381 -1.484 2.790
H -1.790 -2.371 0.866
H -3.464 -1.482 -0.466
H -3.832 -0.881 1.134
H -2.734 1.279 0.504
H -2.629 0.694 -1.155
H -3.960 2.790 -1.012
H 0.692 -0.674 1.053
H 1.291 -1.031 -1.788
H 2.773 0.769 -1.786
H 1.244 1.399 -1.278
H 1.945 2.076 0.828
H 2.826 0.543 1.091
H 4.882 0.448 -0.413
H 1.827 -2.907 0.144
N -1.222 -0.782 2.090
N 0.614 -1.069 0.105
O -1.027 -1.068 -1.521
O -5.581 0.413 -0.170
O -4.826 2.349 -0.933
O 4.065 -1.254 -0.829
O 4.139 3.223 0.651
O 5.034 1.389 -0.240
O 2.780 -2.808 -0.106
```

The calculation puts the HOMO energy at -10.2258 eV. As for the SMILES: N[C@@H](CCC(=O)O)C(=O)N[C@@H](CCC(=O)O)C(=O)O.

***

Below is a structure of composition CH5O2P at a distorted geometry, with properties calculated with the ωB97M-V functional and the def2-TZVPD basis.

Structure (XYZ):
```
9
CH5O2P (the ωB97M-V functional and the def2-TZVPD basis)
C -0.547 1.870 -0.770
O 1.099 -0.209 -0.904
O -1.244 0.855 -0.429
P -0.197 -0.784 -0.456
H 0.650 1.815 -0.713
H -0.939 2.797 -1.233
H 0.708 -2.693 1.517
H -0.075 -0.451 0.873
H 0.544 -3.202 2.115
```

The calculation puts the HOMO energy (spin up / spin down) at -8.5959 / -8.5965 eV.

***

Below is a cluster of 2 separate species, C14H16O in total at a distorted geometry, with properties calculated with the ωB97M-V functional and the def2-TZVPD basis.

Structure (XYZ):
```
31
C14H16O (the ωB97M-V functional and the def2-TZVPD basis)
C -2.165 1.367 3.234
C -0.945 2.445 -0.194
C -1.645 1.766 0.821
C 0.245 3.120 0.186
C -1.329 2.034 2.173
C 0.606 3.374 1.526
C -0.266 2.910 2.495
H -1.251 2.108 -1.133
H -2.703 1.393 0.531
H 0.847 3.464 -0.513
H 1.340 4.097 1.742
H -3.010 1.934 3.503
H -1.546 1.387 4.147
H 0.181 2.998 3.432
H -2.247 0.316 3.035
C 3.019 -2.956 -2.491
C -0.625 -1.592 -0.918
C 0.190 -2.158 0.020
C -0.413 -1.430 -2.305
C 1.412 -2.670 -0.497
C 0.833 -1.877 -2.728
C 1.710 -2.561 -1.891
O -1.808 -0.986 -0.677
H -0.224 -2.217 0.928
H -2.045 -1.047 0.242
H -1.082 -0.971 -3.002
H 2.029 -2.989 0.293
H 0.998 -1.967 -3.806
H 2.708 -3.690 -3.374
H 3.660 -3.559 -1.890
H 3.527 -2.043 -2.888
```

The calculation puts the HOMO energy at -8.0798 eV. As for the SMILES: Cc1ccc(O)cc1.Cc1ccccc1.

***

Below is a cluster of 7 separate species, C7H28O7 in total at a distorted geometry, with properties calculated with the ωB97M-V functional and the def2-TZVPD basis.

Structure (XYZ):
```
42
C7H28O7 (the ωB97M-V functional and the def2-TZVPD basis)
C 0.751 -0.046 4.025
O 0.261 -1.068 3.170
H 0.881 0.902 3.570
H 1.610 -0.312 4.600
H 0.179 -0.057 4.798
H 1.094 -1.691 2.926
C 0.661 -4.491 2.465
O 1.352 -3.692 1.464
H 1.070 -4.361 3.471
H 0.614 -5.417 2.029
H -0.267 -4.108 2.600
H 2.165 -3.799 1.842
C -2.740 1.510 -0.186
O -3.576 1.777 -1.242
H -3.057 1.887 0.722
H -1.808 1.836 -0.522
H -2.854 0.623 -0.086
H -4.089 2.509 -1.192
C -1.034 2.265 -3.746
O 0.349 2.507 -3.369
H -1.623 1.479 -3.304
H -1.065 2.090 -4.847
H -1.606 3.045 -3.782
H 0.432 2.395 -2.392
C 0.551 -0.345 -0.198
O 0.681 0.678 0.683
H -0.459 -0.273 -0.624
H 1.079 -1.378 -0.258
H 1.132 -0.107 -1.108
H 0.655 0.485 1.562
C 0.347 5.194 -0.303
O 0.996 3.954 -0.768
H 0.543 6.117 -1.081
H 0.779 5.271 0.728
H -0.764 4.860 -0.251
H 0.927 3.337 -0.025
C 0.916 -3.904 -2.162
O 1.205 -4.663 -1.017
H 1.235 -4.428 -3.018
H 1.623 -2.957 -2.352
H -0.222 -3.652 -2.445
H 1.076 -3.972 -0.376
```

The calculation puts the HOMO energy at -9.6544 eV. As for the SMILES: CO.CO.CO.CO.CO.CO.CO.

***

Below is a structure of composition C23H36N7O6SeTi, with properties calculated with the ωB97M-V functional and the def2-TZVPD basis.

Structure (XYZ):
```
74
C23H36N7O6SeTi (the ωB97M-V functional and the def2-TZVPD basis)
Ti -0.420 0.870 0.687
N 1.731 0.303 0.311
C 2.208 1.468 -0.440
C 3.710 1.489 -0.720
C 4.125 2.459 -1.828
C 3.569 2.132 -3.210
N 4.047 0.850 -3.748
C 3.528 -0.348 -3.431
N 2.247 -0.502 -3.129
N 4.291 -1.450 -3.501
C 1.765 2.761 0.326
O 2.431 3.781 0.166
O 0.731 2.632 1.063
H 2.218 0.219 1.197
H 1.858 -0.578 -0.186
H 1.640 1.474 -1.374
H 4.023 0.469 -0.981
H 4.241 1.746 0.198
H 5.219 2.497 -1.894
H 3.781 3.455 -1.552
H 3.876 2.900 -3.921
H 2.480 2.139 -3.221
H 5.035 0.824 -3.945
H 1.636 0.290 -3.027
H 1.987 -1.378 -2.654
H 5.281 -1.322 -3.367
H 3.878 -2.240 -2.948
C -1.484 -0.810 4.674
C -1.128 -0.545 3.246
N -0.532 0.558 2.820
O -0.235 1.500 3.829
C -1.469 -1.439 2.179
C -2.223 -2.725 2.279
N -1.021 -0.904 1.064
O -1.278 -1.056 -0.214
H -0.987 -0.101 5.331
H -1.200 -1.825 4.960
H -2.564 -0.714 4.819
H 0.124 2.228 3.304
H -1.852 -3.347 3.098
H -2.106 -3.274 1.345
H -3.294 -2.565 2.442
O -0.880 1.919 -1.277
C -2.052 2.121 -0.886
C -3.181 2.650 -1.744
C -4.374 2.531 -0.803
C -3.768 2.017 0.515
O -4.421 1.800 1.510
N -2.411 1.852 0.368
H -3.260 2.053 -2.652
H -2.953 3.676 -2.037
H -5.120 1.812 -1.140
H -4.886 3.474 -0.612
C 1.334 -8.835 -0.308
C 1.754 -7.398 -0.476
C 2.209 -6.915 -1.693
C 2.589 -5.586 -1.865
C 3.065 -5.136 -3.216
C 2.521 -4.701 -0.780
Se 3.023 -2.865 -0.969
C 2.060 -5.174 0.461
C 1.923 -4.267 1.655
C 1.688 -6.507 0.586
H 1.562 -9.416 -1.203
H 0.260 -8.915 -0.123
H 1.845 -9.301 0.536
H 2.268 -7.590 -2.542
H 2.982 -5.945 -3.944
H 4.108 -4.810 -3.174
H 2.480 -4.284 -3.569
H 2.711 -3.517 1.673
H 1.953 -4.844 2.580
H 0.973 -3.725 1.616
H 1.333 -6.858 1.551
```

As for the charge: -1. The expectation value of S² is 2.010. As for the multiplicity: 3. The calculation puts the HOMO energy (spin up / spin down) at -2.5157 / -4.1778 eV.

***

Below is a structure of composition ClF2O4Sr3 at a distorted geometry, with properties calculated with the ωB97M-V functional and the def2-TZVPD basis.

Structure (XYZ):
```
10
ClF2O4Sr3 (the ωB97M-V functional and the def2-TZVPD basis)
Sr -4.603 1.756 2.917
Sr -0.830 -3.324 1.991
Sr -0.750 -1.943 -3.991
F 2.743 -3.260 2.800
F 1.857 0.772 -5.120
Cl 0.334 1.203 0.295
O -0.973 1.383 0.562
O 0.842 0.314 1.208
O 0.309 0.641 -1.031
O 1.073 2.457 0.371
```

As for the charge: +3. The calculation puts the HOMO energy at -14.6418 eV.

***

Below is an isolated molecule of C3H4N2O2 at a distorted geometry, with properties calculated with the ωB97M-V functional and the def2-TZVPD basis.

Structure (XYZ):
```
11
C3H4N2O2 (the ωB97M-V functional and the def2-TZVPD basis)
N -0.611 -1.422 0.352
C 1.221 -0.327 0.123
C -0.030 -0.234 0.948
O -0.763 0.934 0.542
C -0.161 1.441 -0.558
O -0.504 2.405 -1.178
N 0.954 0.604 -0.804
H -1.303 -1.300 -0.376
H -0.146 -2.319 0.441
H -0.018 -0.248 2.045
H 1.471 0.724 -1.664
```

The calculation puts the HOMO energy at -9.4985 eV.

***

Below is a structure of composition C5H7N, with properties calculated with the ωB97M-V functional and the def2-TZVPD basis.

Structure (XYZ):
```
13
C5H7N (the ωB97M-V functional and the def2-TZVPD basis)
C -1.187 -0.897 0.240
N -0.007 -0.203 0.754
C -0.143 1.274 0.563
C 0.796 1.146 -0.598
C 1.025 -0.162 -0.310
C 1.951 -1.074 -0.879
H -0.891 -1.897 -0.088
H -1.634 -0.381 -0.633
H -1.951 -0.995 1.015
H -1.152 1.653 0.371
H 0.286 1.829 1.409
H 1.089 1.785 -1.416
H 1.817 -2.078 -0.428
```

The calculation puts the HOMO energy (spin up / spin down) at -8.5752 / -8.5775 eV.

***

Below is an isolated molecule of C17H13Cl2NO4 at a distorted geometry, with properties calculated with the ωB97M-V functional and the def2-TZVPD basis.

Structure (XYZ):
```
37
C17H13Cl2NO4 (the ωB97M-V functional and the def2-TZVPD basis)
O 1.318 -0.791 4.728
Cl -3.614 -4.451 -5.555
Cl -4.223 0.870 -4.481
C 4.413 3.495 4.774
C 3.655 2.687 5.110
N -1.340 -1.649 -3.648
O -1.514 0.744 -3.378
O 2.417 1.074 3.846
O 0.228 0.967 1.948
C 1.578 -0.046 3.798
C -1.863 -2.804 -3.918
C -1.988 -0.493 -3.855
C -3.709 -1.720 -5.075
C -1.854 0.310 -0.983
C 0.216 1.274 -1.744
C -1.526 0.417 0.348
C 0.588 1.384 -0.401
C -3.092 -2.967 -4.722
C -3.275 -0.552 -4.463
C -1.045 0.770 -2.079
C -0.271 0.857 0.673
C 2.885 1.375 5.203
C 2.003 -0.870 1.540
C 0.857 -0.289 2.407
H 5.068 4.193 4.424
H -1.244 -3.654 -3.743
H -4.582 -1.776 -5.786
H -2.763 -0.034 -1.349
H 0.819 1.627 -2.579
H -2.241 0.121 1.048
H 1.561 1.815 -0.009
H 3.602 0.613 5.642
H 1.989 1.447 5.920
H 2.680 -0.037 1.130
H 2.694 -1.556 2.062
H 1.456 -1.322 0.722
H 0.116 -1.029 2.446
```

The calculation puts the HOMO energy at -8.7026 eV. As for the SMILES: C#CCOC(=O)[C@H](C)Oc1ccc(Oc2ncc(Cl)cc2Cl)cc1.

***

Below is a cluster of 2 separate species, C2O3S2 in total at a distorted geometry, with properties calculated with the ωB97M-V functional and the def2-TZVPD basis.

Structure (XYZ):
```
7
C2O3S2 (the ωB97M-V functional and the def2-TZVPD basis)
C 0.988 -0.586 1.602
C -1.642 0.404 -0.611
O 0.796 -0.676 -1.184
O 1.381 0.493 1.072
O -1.615 0.815 -1.707
S 1.736 -0.738 -0.103
S -1.644 0.290 0.930
```

The calculation puts the HOMO energy at -9.5371 eV. As for the SMILES: O=S1#CO1.O=C=S.

***

Below is an isolated molecule of C27H31NO3, with properties calculated with the ωB97M-V functional and the def2-TZVPD basis.

Structure (XYZ):
```
62
C27H31NO3 (the ωB97M-V functional and the def2-TZVPD basis)
C 0.131 4.068 -0.361
H -0.698 4.372 -1.009
O 0.256 2.670 -0.297
C -0.768 1.944 0.250
C -1.971 2.488 0.675
C -2.958 1.669 1.199
C -2.752 0.308 1.299
C -1.550 -0.238 0.876
C -0.550 0.559 0.348
C 0.789 0.019 -0.100
C 1.807 0.211 1.005
C 3.033 0.810 0.744
C 3.970 0.969 1.742
C 3.708 0.531 3.042
C 2.479 -0.062 3.310
C 1.547 -0.214 2.298
H 0.594 -0.668 2.531
H 2.227 -0.407 4.301
O 4.704 0.755 3.940
C 4.596 0.275 5.273
C 4.853 -1.231 5.336
H 4.148 -1.771 4.707
H 4.753 -1.584 6.359
H 5.859 -1.444 4.983
C 5.636 1.042 6.084
H 5.437 2.109 6.031
H 5.607 0.726 7.123
H 6.627 0.855 5.680
H 3.595 0.502 5.669
H 4.923 1.435 1.543
H 3.258 1.160 -0.254
H 1.129 0.624 -0.948
C 0.753 -1.460 -0.513
C -0.414 -1.887 -1.396
O -0.864 -3.012 -1.338
N -0.850 -0.923 -2.248
C -1.920 -0.960 -3.149
C -2.274 0.227 -3.783
C -3.312 0.239 -4.693
C -4.021 -0.915 -4.995
C -3.670 -2.107 -4.355
C -2.626 -2.120 -3.443
H -2.355 -3.037 -2.948
C -4.410 -3.376 -4.649
H -4.331 -3.630 -5.706
H -4.007 -4.198 -4.064
H -5.468 -3.266 -4.414
C -5.141 -0.879 -5.990
H -6.077 -1.191 -5.528
H -4.940 -1.558 -6.819
H -5.270 0.124 -6.389
H -3.578 1.167 -5.180
H -1.736 1.139 -3.560
H -0.417 -0.014 -2.169
H 0.738 -2.104 0.368
H 1.674 -1.694 -1.055
H -1.404 -1.304 0.953
H -3.521 -0.332 1.703
H -3.889 2.106 1.526
H -2.152 3.549 0.604
H -0.005 4.505 0.633
H 1.068 4.427 -0.784
```

The calculation puts the HOMO energy at -8.0017 eV. As for the SMILES: COc1ccccc1[C@H](CC(=O)Nc1ccc(C)c(C)c1)c1ccc(OC(C)C)cc1.

***

Below is a cluster of 10 separate species, H20O10 in total, with properties calculated with the ωB97M-V functional and the def2-TZVPD basis.

Structure (XYZ):
```
30
H20O10 (the ωB97M-V functional and the def2-TZVPD basis)
O -0.148 0.032 -4.084
H 0.283 0.140 -4.938
H 0.559 0.173 -3.422
O 0.231 3.067 3.028
H 0.004 2.782 3.919
H -0.081 2.359 2.456
O -2.122 -1.917 0.946
H -2.847 -2.268 0.422
H -1.493 -1.559 0.303
O -2.241 1.524 1.435
H -1.823 1.037 2.152
H -3.002 0.980 1.205
O 0.165 -0.157 0.372
H 0.615 -0.267 -0.477
H 0.878 0.045 0.993
O 2.885 0.289 1.435
H 3.519 0.984 1.234
H 3.411 -0.482 1.672
O -1.666 1.101 -1.618
H -1.235 0.875 -0.781
H -1.098 0.734 -2.300
O 1.915 0.300 -2.174
H 2.545 -0.394 -2.402
H 2.441 1.063 -1.912
O 0.413 -1.150 3.825
H 0.561 -1.002 2.886
H 0.287 -2.101 3.899
O -0.788 -2.210 -2.381
H -1.701 -2.381 -2.629
H -0.467 -1.598 -3.064
```

The calculation puts the HOMO energy at -10.3767 eV. As for the SMILES: O.O.O.O.O.O.O.O.O.O.

***

Below is an isolated molecule of C4H6N2O at a distorted geometry, with properties calculated with the ωB97M-V functional and the def2-TZVPD basis.

Structure (XYZ):
```
13
C4H6N2O (the ωB97M-V functional and the def2-TZVPD basis)
C 0.046 -0.317 0.528
C -0.670 0.886 0.628
C -0.353 0.569 -1.598
C 0.244 -0.462 -0.876
H 0.901 -0.159 2.325
H 0.186 -1.859 1.954
H -1.021 1.332 1.610
H -1.471 2.270 -0.903
H -0.480 0.558 -2.629
H 1.622 -1.860 -0.624
N 0.649 -1.000 1.589
N -0.846 1.455 -0.688
O 1.194 -1.412 -1.316
```

The calculation puts the HOMO energy at -7.6833 eV. As for the SMILES: Nc1c[nH]cc1O.

***

Below is a structure of composition C4H12N3S at a distorted geometry, with properties calculated with the ωB97M-V functional and the def2-TZVPD basis.

Structure (XYZ):
```
20
C4H12N3S (the ωB97M-V functional and the def2-TZVPD basis)
C 2.649 0.319 -0.244
C -2.233 1.620 -0.173
C -2.009 -0.770 0.231
C -0.273 0.400 -1.092
N -0.308 0.786 1.003
N 3.551 0.254 0.827
N -1.276 0.493 -0.053
S 0.898 1.356 0.016
H 2.462 -0.522 -0.830
H -2.832 1.742 0.750
H -1.670 2.491 -0.334
H -3.049 1.526 -0.920
H -1.346 -1.619 0.196
H -2.448 -0.822 1.261
H -2.844 -0.936 -0.391
H 0.085 -0.581 -1.216
H -0.312 0.960 -2.050
H 3.824 1.131 1.017
H 3.304 -0.390 1.581
H 3.088 1.004 -1.029
```

As for the charge: +1. The calculation puts the HOMO energy at -12.2277 eV.